(one)
Formula: C44H121N11O11
Source: the Open Molecules 2025 dataset
Level of theory: ωB97M-V/def2-TZVPD

XYZ file:
```
187
Properties=species:S:1:pos:R:3:mulliken_charge:R:1
C 2.5132 -2.9436 -2.0798 -0.93
C 2.9987 -3.3654 -3.4585 0.56
C 3.3557 -4.8365 -3.5280 -0.90
O 4.4534 -5.0656 -2.6670 -0.27
C 4.9109 -6.3921 -2.6990 -0.87
N 2.0070 -2.9894 -4.5056 -0.50
H 2.4496 -1.8618 -1.9507 0.01
H 3.3668 -3.1274 -1.4114 0.36
H 1.6543 -3.5151 -1.7354 0.28
H 3.9384 -2.8271 -3.6484 0.22
H 3.6786 -5.1570 -4.5302 0.46
H 2.4550 -5.4331 -3.3224 0.39
H 4.1810 -7.1651 -2.4384 0.34
H 5.6603 -6.4724 -1.9066 0.26
H 5.4103 -6.6082 -3.6482 0.35
H 2.0970 -1.9819 -4.6079 -0.26
H 2.3972 -3.4153 -5.3447 0.32
C -4.8034 0.3726 -0.2448 -1.48
C -5.6504 0.9568 0.8864 0.33
C -7.0486 0.3509 0.8622 -0.98
O -7.8195 0.8898 1.9128 -0.31
C -9.0565 0.2439 2.1088 -0.77
N -4.9207 0.6847 2.1159 -0.39
H -4.7843 -0.7129 -0.1149 0.39
H -3.7701 0.6931 -0.1318 0.02
H -5.1980 0.6197 -1.2323 0.62
H -5.7753 2.0383 0.8126 0.48
H -7.0613 -0.7465 0.8601 0.38
H -7.5227 0.6211 -0.0956 0.53
H -9.4691 0.6672 3.0225 0.25
H -8.9859 -0.8447 2.1563 0.31
H -9.7427 0.5277 1.2998 0.31
H -4.9636 -0.2605 2.4737 0.04
H -5.1929 1.2195 2.9319 0.19
C -2.7492 -3.8855 3.2179 -1.64
C -3.4840 -2.5558 3.1790 0.61
C -3.6637 -2.0764 4.6352 -0.80
O -4.3209 -0.8230 4.6345 -0.09
C -4.4784 -0.1976 5.8915 -0.83
N -2.7902 -1.5658 2.3412 0.05
H -3.1839 -4.6502 3.8592 0.45
H -1.6917 -3.7787 3.4922 0.24
H -2.6512 -4.3023 2.2104 0.37
H -4.4448 -2.7241 2.6852 0.27
H -2.6839 -1.9228 5.0998 0.39
H -4.2995 -2.8548 5.0751 0.37
H -5.3376 -0.6407 6.4118 0.30
H -4.7613 0.8428 5.7551 0.24
H -3.5807 -0.3634 6.4898 0.31
H -3.2065 -0.6949 2.6692 0.14
H -1.8225 -1.4712 2.6453 -0.42
C 2.4820 -1.9894 6.5991 -1.71
C 2.4865 -0.4930 6.8610 1.24
C 3.2611 -0.0720 8.0966 -1.00
O 3.5022 1.3174 8.2875 -0.38
C 2.3426 2.0768 8.5334 -0.34
N 3.1735 0.1238 5.7153 -0.68
H 2.0575 -2.5788 7.4148 0.51
H 3.5182 -2.2438 6.3742 0.38
H 1.8116 -2.1372 5.7514 0.09
H 1.4373 -0.1682 6.9172 0.10
H 4.3018 -0.3989 7.9932 0.31
H 2.9277 -0.6242 8.9847 0.39
H 2.5663 3.1363 8.6652 0.31
H 1.7893 1.7134 9.4062 0.33
H 1.6864 2.0674 7.6502 -0.06
H 2.7904 0.0058 4.7889 0.00
H 3.2268 1.1195 5.9040 0.37
C -2.3247 4.6519 6.9378 -1.34
C -0.8094 4.9176 6.8918 0.50
C -0.2001 4.1442 5.7387 -0.80
O -0.4054 2.7762 6.0092 -0.30
C -0.3222 1.8886 4.9182 -0.56
N -0.6298 6.3794 6.7609 -0.73
H -2.5525 3.5822 7.0442 0.30
H -2.8501 4.9434 6.0300 0.30
H -2.7233 5.0958 7.8499 0.41
H -0.3114 4.6092 7.8110 0.18
H 0.8420 4.3155 5.4399 0.38
H -0.7422 4.4252 4.8166 0.45
H -0.1548 2.4153 3.9727 0.38
H -1.2782 1.3594 4.8817 0.16
H 0.4919 1.1659 5.0227 0.14
H -1.2835 6.8677 7.3574 0.27
H -0.8603 6.6858 5.8213 0.27
C 3.7785 -4.1182 1.4866 -1.13
C 3.1002 -4.9065 2.5968 0.59
C 3.2828 -4.2984 3.9814 -0.14
O 4.6658 -4.3603 4.3120 -0.38
C 4.8997 -5.3227 5.3210 -0.76
N 1.6673 -4.9709 2.3488 -0.42
H 4.8243 -3.9104 1.7240 0.42
H 3.2928 -3.1682 1.2513 0.02
H 3.8519 -4.7098 0.5702 0.30
H 3.6092 -5.8826 2.5583 0.21
H 2.6254 -4.6479 4.7804 0.64
H 3.0263 -3.2391 3.8573 -0.45
H 4.6299 -4.9196 6.3025 0.26
H 5.9560 -5.5884 5.3995 0.27
H 4.3845 -6.2655 5.1136 0.33
H 1.2467 -5.6828 2.9371 0.23
H 1.4111 -5.2173 1.4001 0.23
C -3.0334 1.6404 -4.0404 -0.21
C -3.5406 2.8869 -3.3336 0.88
C -2.3671 3.8462 -3.1684 -1.52
O -1.2379 3.3011 -2.4957 0.08
C -1.5133 3.0014 -1.1431 -0.27
N -4.5083 3.5396 -4.2604 -0.74
H -3.7918 0.8719 -4.2020 0.52
H -2.2662 1.1420 -3.4413 -0.88
H -2.5606 1.9310 -4.9793 0.38
H -3.9197 2.5696 -2.3557 -0.02
H -2.5685 4.8066 -2.6672 0.56
H -2.0525 4.1949 -4.1566 0.31
H -2.0839 2.0641 -1.0873 -0.09
H -2.0297 3.8100 -0.6223 0.46
H -0.5941 2.7212 -0.6269 -0.13
H -5.2965 2.8944 -4.2586 0.30
H -4.8392 4.3782 -3.7843 0.31
C -3.5872 0.0994 -8.4370 -1.61
C -2.1623 -0.4138 -8.4849 1.06
C -1.8990 -1.6995 -7.7204 -0.79
O -2.1326 -1.5391 -6.3250 -0.42
C -1.0247 -0.9992 -5.6454 0.17
N -1.8253 -0.6703 -9.9077 -0.79
H -3.5764 1.1375 -8.7725 0.40
H -3.9824 0.0490 -7.4225 0.30
H -4.2299 -0.4872 -9.0926 0.40
H -1.4416 0.3397 -8.1445 0.05
H -0.8821 -2.0919 -7.8567 0.27
H -2.5074 -2.5476 -8.0459 0.41
H -0.3811 -1.7681 -5.2112 0.36
H -1.3896 -0.3786 -4.8188 -0.41
H -0.5014 -0.2425 -6.2365 -0.05
H -0.8273 -0.7300 -10.0989 0.26
H -2.0481 0.1844 -10.4181 0.28
C 3.4502 5.0861 -4.7239 -1.57
C 2.8292 4.2650 -3.5919 1.01
C 2.9138 5.0484 -2.2674 -1.16
O 2.2733 4.4218 -1.1826 -0.34
C 2.9280 3.2320 -0.7889 -0.22
N 1.4136 4.0428 -3.9123 -0.29
H 2.8030 5.8664 -5.1153 0.34
H 3.6107 4.3997 -5.5601 0.30
H 4.4299 5.4457 -4.4037 0.41
H 3.2738 3.2737 -3.5069 0.23
H 2.5040 6.0575 -2.3465 0.35
H 3.9792 5.2601 -2.0586 0.43
H 2.6597 2.9330 0.2201 -0.04
H 4.0166 3.3415 -0.8467 0.47
H 2.6525 2.4100 -1.4615 0.01
H 0.9848 3.6426 -3.0758 -0.21
H 0.8177 4.8600 -4.0081 0.36
C 1.8830 0.6271 2.0297 -1.21
C 0.6955 -0.3454 1.9869 0.46
C 0.4644 -0.9636 0.6363 -0.25
O 0.0310 -0.0574 -0.3505 0.51
C -0.7005 -0.6767 -1.3642 -0.24
N 0.9054 -1.3038 3.0694 0.56
H 1.4171 1.5851 1.7790 0.22
H 2.6266 0.5036 1.2358 0.44
H 2.4213 0.6613 2.9692 -0.01
H -0.1486 0.2654 2.3212 0.11
H -0.2682 -1.7773 0.7499 0.47
H 1.3582 -1.4968 0.2764 -0.37
H -0.8552 -0.0716 -2.2566 -0.75
H -1.7365 -0.8884 -1.0523 0.18
H -0.3009 -1.6506 -1.6676 0.45
H 1.7264 -1.8988 2.9994 -0.43
H 0.1530 -1.9917 3.0706 -0.11
C 4.4301 0.6345 -7.8001 -1.58
C 3.2650 0.0027 -7.0358 0.53
C 3.0660 0.6627 -5.6799 -0.81
O 1.9460 0.0704 -5.0690 0.59
C 1.6658 0.4584 -3.7415 -0.04
N 2.0475 0.0476 -7.8757 -0.62
H 5.2801 0.5890 -7.1076 0.38
H 4.3305 1.6639 -8.1408 0.33
H 4.7231 0.0207 -8.6509 0.40
H 3.4960 -1.0572 -6.9113 0.17
H 3.0092 1.7571 -5.6483 0.09
H 3.9813 0.4317 -5.1031 0.46
H 1.0020 -0.2734 -3.2866 -0.34
H 1.2410 1.4405 -3.5195 -0.20
H 2.6387 0.3499 -3.2373 0.40
H 1.8896 1.0296 -8.1058 0.34
H 1.2659 -0.1454 -7.2493 0.18
```

Kohn-Sham gap = 9.5 eV
net charge = 0
multiplicity = 1
LUMO = 0.0194 hartree
HOMO = -8.930 eV

(two)
Formula: C44H121N11O11
Source: the Open Molecules 2025 dataset
Level of theory: ωB97M-V/def2-TZVPD

XYZ file:
```
187
Properties=species:S:1:pos:R:3:mulliken_charge:R:1
C -16.7497 -6.5836 -2.3748 -1.44
C -17.3348 -7.9960 -2.6074 0.34
C -16.7491 -8.6264 -3.8721 0.40
O -16.8990 -7.8177 -4.9935 -0.65
C -16.4193 -8.4346 -6.1742 0.04
N -17.0450 -8.8430 -1.4363 -0.48
H -16.7394 -6.0982 -3.3535 0.31
H -15.7446 -6.5682 -1.9598 0.22
H -17.4780 -6.0675 -1.7480 0.42
H -18.4102 -7.8149 -2.7047 0.50
H -17.2822 -9.5855 -3.9781 -0.40
H -15.7016 -8.9051 -3.6805 -0.12
H -16.6805 -7.7051 -6.9399 0.35
H -16.9268 -9.3613 -6.4416 0.06
H -15.3353 -8.5425 -6.1484 0.02
H -17.7365 -8.6412 -0.7177 0.30
H -17.2874 -9.8116 -1.6684 0.05
C -19.0738 -19.7704 -5.2001 -1.42
C -18.1264 -19.5785 -6.3658 0.29
C -17.5028 -18.1954 -6.4254 -0.37
O -17.0214 -17.7055 -5.1851 -0.34
C -15.7126 -17.2239 -5.2546 -0.78
N -17.1146 -20.6309 -6.4966 -0.71
H -18.5445 -19.8425 -4.2461 0.27
H -19.6373 -20.6962 -5.3359 0.40
H -19.7938 -18.9567 -5.0903 0.37
H -18.7612 -19.6650 -7.2557 0.22
H -18.0950 -17.4325 -6.9373 0.14
H -16.6721 -18.2812 -7.1420 0.49
H -15.4150 -16.4758 -5.9970 0.25
H -14.9612 -18.0202 -5.3452 0.39
H -15.4552 -16.7657 -4.2954 0.27
H -16.4705 -20.5136 -5.7089 0.26
H -17.5096 -21.5360 -6.2453 0.28
C -19.4239 -10.3338 -10.3850 -1.68
C -18.1770 -9.6500 -9.8528 2.07
C -17.7709 -8.4528 -10.7597 -1.07
O -16.7067 -7.7000 -10.2484 -0.43
C -15.4713 -8.3796 -10.1852 -0.28
N -18.5194 -9.1010 -8.5016 -0.48
H -20.0277 -10.8276 -9.6191 0.33
H -19.2522 -11.0577 -11.1817 0.26
H -20.1362 -9.5549 -10.6874 0.41
H -17.2732 -10.2515 -9.9768 -0.76
H -18.6506 -7.8251 -10.9130 0.43
H -17.3927 -8.9085 -11.6918 0.39
H -14.6954 -7.6919 -9.8557 0.17
H -15.1429 -8.7194 -11.1738 0.35
H -15.5030 -9.2152 -9.4834 0.00
H -17.6095 -8.7447 -8.2016 -0.25
H -19.0093 -8.2228 -8.6761 0.40
C -14.0339 -4.4365 -5.4514 -1.47
C -13.4154 -5.3345 -6.5317 0.18
C -12.2568 -6.1816 -6.0251 -0.08
O -11.7833 -6.9323 -7.1148 -0.47
C -10.9262 -7.9869 -6.7410 -0.09
N -14.4643 -6.1631 -7.1088 -0.16
H -14.5435 -5.0702 -4.7192 0.24
H -14.6844 -3.6199 -5.7453 0.42
H -13.1681 -4.0625 -4.8977 0.32
H -12.9837 -4.6800 -7.3031 0.29
H -12.5956 -6.8176 -5.2028 -0.07
H -11.4780 -5.5062 -5.6550 0.26
H -11.3983 -8.7363 -6.0928 0.09
H -10.0492 -7.6154 -6.2199 0.07
H -10.6095 -8.5770 -7.6017 0.27
H -15.3533 -5.6968 -7.2297 0.24
H -14.1948 -6.4656 -8.0372 0.01
C -14.3365 -13.5279 -6.3086 -1.66
C -14.6156 -12.0318 -6.1712 2.25
C -13.4006 -11.1568 -6.3159 -0.16
O -12.4483 -11.2626 -5.2784 -0.36
C -12.6257 -10.5144 -4.0951 0.45
N -15.7326 -11.6290 -7.0080 1.71
H -15.1444 -14.1495 -5.9229 -0.01
H -13.4946 -13.8160 -5.6597 0.48
H -14.0169 -13.7819 -7.3221 0.24
H -15.0277 -11.9195 -5.1600 -1.07
H -13.7380 -10.1110 -6.3736 -0.68
H -12.8162 -11.2361 -7.2358 0.62
H -13.6199 -10.7605 -3.6809 -0.27
H -12.7672 -9.4447 -4.2790 -0.08
H -11.8936 -10.8468 -3.3702 0.17
H -16.6447 -12.0189 -6.7908 -0.54
H -15.5909 -11.5947 -8.0083 -0.73
C -17.8919 -14.0171 -3.4540 -1.94
C -17.8372 -12.4982 -3.2970 2.49
C -19.2240 -11.8934 -3.3886 -1.19
O -19.9202 -12.3426 -4.5166 -0.36
C -21.2848 -12.0032 -4.4695 -1.01
N -17.2753 -12.1125 -2.0012 -0.46
H -16.8877 -14.4429 -3.3755 0.50
H -18.4025 -14.2759 -4.3802 0.27
H -18.3838 -14.4829 -2.5943 0.35
H -17.1736 -12.0627 -4.0466 -1.27
H -19.0643 -10.8060 -3.4787 0.45
H -19.7857 -11.9981 -2.4509 0.47
H -21.4577 -10.9211 -4.4180 0.34
H -21.7313 -12.3939 -3.5474 0.33
H -21.8336 -12.3855 -5.3265 0.30
H -16.2857 -12.3456 -1.9887 0.11
H -17.6069 -12.6243 -1.1887 0.26
C -20.4368 -14.0343 -8.1782 -1.78
C -18.9620 -13.7980 -7.8798 1.10
C -18.0518 -13.8103 -9.1085 -0.69
O -18.0259 -15.0113 -9.8474 -0.42
C -17.3397 -16.0531 -9.1865 -0.67
N -18.6115 -12.6153 -7.0986 0.21
H -20.5648 -14.6031 -9.1013 0.43
H -20.9146 -13.0702 -8.3938 0.34
H -21.0136 -14.4746 -7.3665 0.32
H -18.5594 -14.6245 -7.2757 -0.21
H -17.0260 -13.5029 -8.8836 0.32
H -18.4398 -13.0151 -9.7599 0.27
H -16.5374 -16.4212 -9.8296 0.23
H -18.0102 -16.9063 -9.0535 0.41
H -16.9111 -15.8046 -8.2133 0.06
H -19.1987 -12.6027 -6.2598 -0.05
H -18.9836 -11.7859 -7.5754 -0.04
C -10.0306 -12.5045 -7.5943 -0.57
C -9.8305 -13.3391 -8.8834 0.60
C -8.3531 -13.2883 -9.2418 -0.81
O -7.9608 -11.9448 -9.4151 -0.20
C -6.9446 -11.7824 -10.3679 -0.82
N -10.2216 -14.7061 -8.5417 -0.68
H -11.0529 -12.5577 -7.2173 -0.27
H -9.7630 -11.4602 -7.7762 0.32
H -9.4141 -12.8562 -6.7644 0.19
H -10.4510 -12.9455 -9.6874 0.19
H -8.3329 -13.8115 -10.2082 0.38
H -7.7625 -13.8052 -8.4807 0.32
H -5.9383 -12.0006 -9.9933 0.30
H -6.8857 -10.7128 -10.5956 0.25
H -7.1258 -12.2735 -11.3266 0.34
H -9.5145 -15.3075 -8.1265 0.29
H -10.9048 -14.7694 -7.7937 0.23
C -11.2162 -5.1838 -2.4174 -1.34
C -10.7911 -6.6444 -2.5978 1.62
C -9.3952 -6.7534 -3.2444 -1.06
O -9.2735 -7.9626 -3.9656 -0.15
C -8.1086 -8.1012 -4.7351 -1.04
N -10.6949 -7.2054 -1.2419 -0.83
H -11.6307 -4.6520 -3.2708 0.23
H -10.3844 -4.5529 -2.0978 0.34
H -11.9787 -5.1818 -1.6368 0.41
H -11.4406 -7.2514 -3.2341 -0.45
H -8.6445 -6.6244 -2.4597 0.44
H -9.2977 -5.9048 -3.9357 0.37
H -7.2026 -7.8552 -4.1645 0.33
H -8.0927 -7.4230 -5.5944 0.41
H -8.0387 -9.1589 -4.9794 0.26
H -10.4616 -8.1960 -1.3449 0.33
H -11.6606 -7.2832 -0.9113 0.22
C -12.3138 -10.2061 1.0871 -1.68
C -13.2786 -10.1814 -0.1004 1.25
C -14.1076 -11.4698 -0.2140 -0.10
O -13.4040 -12.6843 -0.1073 -0.43
C -12.4519 -12.9644 -1.0736 -0.55
N -14.1743 -9.0148 -0.0135 -0.59
H -11.9471 -9.1831 1.1946 0.44
H -11.4265 -10.8376 1.0772 0.31
H -12.8748 -10.5233 1.9717 0.43
H -12.6849 -10.1121 -1.0142 -0.38
H -14.6297 -11.4160 -1.1798 -0.26
H -14.8664 -11.4720 0.5701 0.44
H -11.8399 -13.8191 -0.7769 0.34
H -11.6668 -12.1949 -1.1616 0.21
H -12.8088 -13.1454 -2.0940 0.13
H -14.5839 -9.1250 0.9157 0.36
H -14.9737 -9.1604 -0.6323 0.17
C -15.7216 -11.5104 -12.4775 -1.51
C -15.3526 -12.6082 -11.4951 2.14
C -14.8000 -13.8766 -12.1879 -1.03
O -15.6744 -14.4052 -13.1751 -0.44
C -16.6243 -15.3141 -12.6035 -0.37
N -14.4235 -12.0923 -10.5011 -0.26
H -16.3246 -10.7118 -12.0382 0.18
H -16.4702 -11.9051 -13.1723 0.37
H -14.8372 -11.1492 -12.9992 0.44
H -16.2481 -12.9343 -10.9558 -1.15
H -14.3883 -14.5700 -11.4494 0.45
H -13.9741 -13.5485 -12.8323 0.38
H -17.4474 -14.6808 -12.2613 0.19
H -16.2066 -15.8057 -11.7299 0.04
H -17.0145 -15.9964 -13.3548 0.34
H -13.5777 -11.6871 -10.8910 0.27
H -14.0724 -12.8312 -9.8961 0.00
```

Kohn-Sham gap = 8.9 eV
net charge = 0
multiplicity = 1
LUMO = 0.0189 hartree
HOMO = -8.396 eV

(three)
Formula: C44H121N11O11
Source: the Open Molecules 2025 dataset
Level of theory: ωB97M-V/def2-TZVPD

XYZ file:
```
187
Properties=species:S:1:pos:R:3:mulliken_charge:R:1
C -4.1199 -14.9269 15.6728 -1.77
C -3.2148 -13.7586 15.4584 1.79
C -1.7476 -14.0251 15.2129 -1.29
O -1.0522 -14.1149 16.4528 -0.23
C -0.9415 -15.4097 16.9770 -0.75
N -3.7922 -12.9013 14.4394 -0.63
H -4.4370 -15.3422 14.7365 0.40
H -4.9905 -14.5325 16.1049 0.46
H -3.7349 -15.6594 16.3305 0.40
H -3.2918 -13.1506 16.3850 -0.32
H -1.3380 -13.2931 14.5739 0.30
H -1.5594 -14.9815 14.7452 0.56
H -0.1394 -15.3957 17.7163 0.20
H -0.8377 -16.2729 16.2890 0.41
H -1.7883 -15.5977 17.6832 0.20
H -3.8999 -13.2867 13.4916 0.20
H -3.4296 -11.9801 14.4180 0.04
C -0.4948 -16.8048 22.9426 -1.51
C 0.2603 -15.7704 23.7245 1.63
C 0.8051 -16.3769 24.9993 -0.38
O -0.2368 -17.0367 25.7358 -0.25
C -0.8319 -16.2160 26.6925 -1.18
N 1.2583 -15.0504 22.8907 0.23
H -1.4707 -17.1529 23.3930 0.16
H 0.0615 -17.7140 22.9113 0.46
H -0.6103 -16.5364 21.8985 0.30
H -0.4195 -14.9535 24.0116 -0.77
H 1.2101 -15.5212 25.6834 -0.05
H 1.5767 -17.0963 24.7831 0.39
H -1.3782 -15.4496 26.2069 0.52
H -0.1242 -15.8549 27.3976 0.39
H -1.5279 -16.8763 27.2317 0.36
H 1.9327 -15.7791 22.5321 0.21
H 1.7607 -14.4245 23.4682 -0.45
C 2.5310 -12.1052 26.9723 -1.46
C 1.5863 -11.7515 25.8503 0.21
C 1.4480 -10.2457 25.5975 0.37
O 0.5488 -9.6065 26.4830 -0.37
C 0.3097 -8.2470 26.1155 -0.69
N 2.0353 -12.4591 24.6233 0.76
H 2.4456 -11.4908 27.8672 0.41
H 3.5659 -12.0948 26.5903 0.30
H 2.3587 -13.0998 27.4011 0.31
H 0.6318 -12.1478 26.1500 -0.18
H 1.0291 -10.1015 24.5299 -0.56
H 2.4079 -9.7180 25.6733 0.54
H -0.6035 -7.8618 26.6845 0.26
H 0.2333 -8.1416 24.9912 0.18
H 1.0571 -7.5555 26.4594 0.35
H 2.9966 -12.2577 24.4129 -0.14
H 1.4836 -12.1646 23.7982 -0.34
C 2.2384 -9.0081 21.8239 -1.51
C 0.8146 -8.5437 21.4087 0.00
C 0.6217 -8.7203 19.8422 -0.20
O -0.4907 -8.0240 19.5009 -0.27
C -0.4461 -7.6268 18.1301 -1.12
N -0.1604 -9.3358 22.1505 0.34
H 2.3281 -8.6295 22.8482 0.29
H 3.0104 -8.6105 21.2265 0.59
H 2.3640 -10.0559 21.8416 0.20
H 0.5893 -7.5059 21.6362 0.54
H 0.4989 -9.7953 19.6275 -0.28
H 1.4703 -8.2222 19.3067 0.52
H -1.3550 -7.2055 17.7620 0.41
H -0.2784 -8.4032 17.4239 0.43
H 0.3526 -6.8612 17.9846 0.35
H -0.0739 -10.3005 21.8198 -0.38
H -1.1148 -8.9661 21.8810 0.20
C -2.3436 -11.2950 24.3873 0.39
C -3.5512 -10.9872 25.3178 1.50
C -3.3145 -11.4154 26.7301 -1.59
O -2.9967 -12.7320 26.9455 0.17
C -2.2631 -12.8914 28.1594 -0.82
N -3.8650 -9.5266 25.4593 -0.75
H -2.0606 -12.3419 24.2989 0.28
H -1.4407 -10.7532 24.8799 -0.59
H -2.3985 -10.8636 23.3774 -0.21
H -4.4505 -11.4879 25.0045 -0.53
H -4.1560 -10.9845 27.3344 0.26
H -2.4044 -10.8283 27.0094 0.45
H -2.7443 -12.3804 28.9986 0.40
H -1.1812 -12.4897 28.1300 0.11
H -2.2410 -13.9583 28.4261 0.23
H -2.9833 -9.0197 25.6846 0.31
H -4.2336 -9.1723 24.5569 0.26
C -1.9717 -21.6251 26.3534 -1.47
C -2.9289 -20.7050 25.7057 0.58
C -4.3679 -21.1557 26.0560 -0.51
O -4.6194 -22.4892 25.5336 -0.32
C -6.0035 -22.7501 25.5702 -0.66
N -2.8472 -19.3276 26.3418 -0.57
H -2.0155 -21.6364 27.4825 0.27
H -0.9497 -21.3872 26.0506 0.38
H -2.2229 -22.6509 26.0861 0.39
H -2.7196 -20.7392 24.6354 0.22
H -5.0365 -20.3636 25.5751 0.22
H -4.5326 -21.1326 27.1934 0.30
H -6.3841 -22.6682 26.6050 0.27
H -6.2638 -23.7305 25.1838 0.29
H -6.5416 -22.0613 24.8390 0.24
H -3.5585 -18.7380 25.9348 0.20
H -1.9435 -18.9157 26.0774 0.25
C -5.9317 -15.8886 23.8828 -1.55
C -4.9577 -15.6771 25.0630 0.41
C -5.5485 -14.7060 26.0425 -0.75
O -5.9361 -13.4267 25.5339 0.19
C -6.9738 -12.7640 26.2860 -1.11
N -4.8238 -16.9825 25.7393 -0.25
H -6.7248 -16.5507 24.2327 0.58
H -5.4494 -16.3249 23.0164 0.31
H -6.3290 -14.9042 23.5619 0.11
H -4.0079 -15.3034 24.6940 0.02
H -4.8386 -14.6106 26.8761 0.15
H -6.4394 -15.1882 26.4884 0.40
H -6.7310 -12.7278 27.3455 0.37
H -7.8566 -13.3772 26.1464 0.41
H -7.2415 -11.7292 25.9440 0.18
H -4.5485 -16.8483 26.7063 0.27
H -5.7390 -17.4058 25.7541 0.28
C -4.6222 -7.8110 14.4508 -1.47
C -4.1102 -9.1979 14.7425 0.16
C -2.7343 -9.1872 15.2554 -0.59
O -2.2419 -10.4610 15.4319 -0.24
C -1.9560 -10.9270 16.7342 0.30
N -4.9949 -9.9543 15.6284 -0.57
H -5.0286 -7.3106 15.3891 0.29
H -5.4192 -7.9030 13.7119 0.36
H -3.8392 -7.1702 14.0442 0.35
H -4.1984 -9.7650 13.7688 0.37
H -2.6730 -8.6189 16.1834 0.23
H -1.9999 -8.6774 14.6019 0.45
H -1.2378 -10.3227 17.1994 -0.09
H -1.6435 -11.9529 16.7387 -0.56
H -2.8537 -10.8432 17.4273 0.61
H -4.9655 -10.9518 15.5218 0.31
H -4.8722 -9.6895 16.6003 0.21
C -4.9532 -9.3760 21.2446 -1.50
C -4.8894 -10.8945 21.1889 1.87
C -6.0430 -11.5692 21.8924 -0.19
O -7.2353 -10.9735 21.4683 -0.41
C -8.3838 -11.3457 22.1799 -0.69
N -4.8384 -11.4232 19.7851 -0.35
H -5.1496 -9.0338 22.3215 0.27
H -5.8477 -9.0392 20.7006 0.38
H -4.0836 -8.7811 20.8301 0.19
H -3.9114 -11.2395 21.6096 -0.64
H -5.8816 -11.6229 22.9790 -0.22
H -6.0422 -12.6073 21.5018 0.42
H -8.1783 -11.0614 23.2407 0.23
H -8.6831 -12.4043 22.0835 0.27
H -9.1795 -10.7280 21.8180 0.29
H -3.9572 -11.0610 19.3352 -0.24
H -5.6393 -11.2397 19.1813 0.29
C 4.7366 -14.4842 21.7345 -1.09
C 5.5068 -14.4913 23.0588 0.19
C 6.0858 -13.1340 23.4235 -0.90
O 5.1522 -12.1709 23.3600 0.03
C 5.6359 -10.8485 23.5084 -0.81
N 4.6086 -15.0749 24.1258 -0.48
H 3.8511 -13.8438 21.7651 -0.04
H 4.4502 -15.5267 21.5072 0.35
H 5.4925 -14.1955 21.0325 0.51
H 6.4118 -15.1331 23.0119 0.37
H 7.0105 -12.9424 22.8674 0.48
H 6.4843 -13.2250 24.4692 0.34
H 4.8357 -10.0954 23.4075 0.07
H 6.3307 -10.5706 22.6968 0.35
H 6.0187 -10.6519 24.5568 0.34
H 3.8388 -14.3561 24.2434 -0.08
H 5.0229 -15.2555 25.0088 0.27
C 0.8951 -12.8418 19.0088 -1.81
C -0.2365 -12.5922 19.9747 0.95
C -1.2934 -13.7078 19.8482 -0.87
O -2.2880 -13.4757 20.9066 0.56
C -3.3855 -14.2636 20.7074 -0.85
N 0.2869 -12.3888 21.3412 0.68
H 0.4782 -13.0794 18.0496 0.39
H 1.4785 -13.7857 19.3155 0.30
H 1.6718 -12.1035 18.9758 0.43
H -0.8133 -11.6714 19.7885 0.20
H -0.7765 -14.6829 20.0428 0.05
H -1.8203 -13.6886 18.9698 -0.02
H -3.9923 -13.9811 19.8741 0.33
H -4.0337 -14.3276 21.6065 -0.23
H -3.1130 -15.3000 20.4629 0.43
H 0.8826 -13.2073 21.4835 -0.33
H -0.4714 -12.4518 21.9619 -0.34
```

Kohn-Sham gap = 9.5 eV
net charge = 0
multiplicity = 1
LUMO = 0.0244 hartree
HOMO = -8.801 eV

(one) is favored, and the nearest alternative lies 0.0092 hartree above it.